This record from OMol25 describes a 5-piece molecular cluster, C14H29N2O17S4 overall at a distorted geometry. The level of theory is ωB97M-V/def2-TZVPD.

Structure (XYZ):
```
66
Properties=species:S:1:pos:R:3:forces:R:3
C 2.4944 -1.0905 4.8090 0.438 -0.919 -0.161
C 2.2187 -0.2135 3.5187 -0.822 -1.179 0.275
N 2.1554 1.2544 3.7236 -1.557 -0.138 1.094
C 2.9439 1.7384 4.8987 0.989 1.550 -0.315
C 4.5310 1.5237 4.7767 -0.069 -0.856 2.917
N 5.0547 1.5345 6.1806 -0.118 0.518 -0.773
C 0.7624 1.6754 3.9759 -0.661 0.533 -1.808
C -0.0814 1.1581 5.2039 0.148 0.492 0.400
O 0.2243 2.4590 3.1811 0.817 -1.390 1.624
H 2.4438 -2.1837 4.4865 -0.017 1.250 0.361
H 3.5244 -0.9548 5.2579 -1.167 0.149 -0.596
H 1.7468 -0.9659 5.6429 0.712 0.044 -0.959
H 1.1884 -0.5298 3.1351 1.196 0.309 0.310
H 2.9300 -0.5203 2.6866 -0.639 0.727 1.156
H 2.8083 2.8731 4.9191 0.092 -1.346 -0.008
H 2.5398 1.3963 5.9083 0.808 -0.081 -1.269
H 4.8125 0.5066 4.3524 -0.703 1.035 -0.580
H 5.0516 2.3594 4.2282 -0.777 -0.885 0.183
H 4.4639 0.9094 6.7572 0.192 0.106 -0.538
H 0.3407 1.6682 6.1284 -0.448 -0.811 -1.020
H -1.1590 1.4823 5.1172 1.262 -0.248 -0.192
H -0.0586 0.0436 5.3505 0.223 1.156 -0.219
C -1.5763 1.9962 -0.5933 0.302 0.941 0.464
C -2.1929 2.6655 0.6180 0.526 -0.448 0.360
O -3.5991 2.7251 0.3319 -0.587 -0.469 -0.944
S -4.0081 1.4406 -0.5584 1.184 0.249 0.641
O -4.5518 0.4407 0.3093 -0.103 0.425 -0.867
O -4.6991 1.9027 -1.7263 -0.021 -0.398 0.586
O -2.5171 0.9863 -0.9835 -1.055 -0.021 0.393
H -1.4688 2.7001 -1.4232 0.021 -0.049 0.018
H -0.6045 1.5494 -0.3698 -0.937 0.301 0.105
H -1.7932 3.6631 0.7895 -0.259 -0.007 -0.039
H -2.0559 2.0609 1.5178 0.098 0.113 -0.027
C -7.6835 2.3046 -1.9877 0.266 -0.283 0.486
C -7.7813 1.0786 -2.8762 0.563 0.265 -0.296
O -9.1846 0.8785 -3.0743 -0.509 0.595 0.359
S -9.9305 2.3161 -3.0726 0.442 -0.038 0.113
O -10.1177 2.7291 -4.4298 -0.183 -0.090 0.832
O -11.0012 2.2675 -2.1269 0.374 -0.007 -0.765
O -8.7186 3.1839 -2.4433 -0.615 -0.454 -0.666
H -7.8855 2.0529 -0.9432 0.047 -0.028 -0.043
H -6.7136 2.7889 -2.0613 -0.243 0.114 -0.100
H -7.3274 0.1994 -2.4226 -0.265 -0.005 0.014
H -7.3238 1.2608 -3.8525 0.050 -0.003 0.077
C 1.7408 -2.2640 -2.7356 -0.006 -0.564 0.502
C 0.3423 -2.4403 -2.1705 -0.257 0.185 -0.670
O 0.3479 -1.7128 -0.9413 0.683 0.430 0.061
S 1.3395 -0.4394 -1.0809 0.543 -0.661 0.111
O 0.5493 0.7144 -1.3932 1.396 -0.965 -0.316
O 2.2656 -0.4659 0.0047 -0.864 0.281 -0.676
O 2.1026 -0.9133 -2.4279 -0.732 0.519 0.373
H 2.4527 -2.9285 -2.2429 -0.436 0.384 -0.089
H 1.7749 -2.4308 -3.8118 0.062 0.235 0.061
H 0.0927 -3.4860 -1.9978 0.055 0.124 0.263
H -0.4099 -1.9908 -2.8258 -0.003 -0.068 0.002
C 5.9880 -2.8407 -5.0483 0.484 -0.126 -0.347
C 5.2072 -3.9348 -5.7564 -0.360 0.446 -0.208
O 5.0852 -4.9826 -4.7931 0.303 0.254 0.640
S 5.0007 -4.3329 -3.3112 0.401 0.004 -0.068
O 3.6213 -4.2484 -2.9338 1.312 -0.634 -0.191
O 5.9889 -4.9520 -2.4890 -0.872 0.224 -0.418
O 5.5056 -2.8461 -3.7036 -0.623 -0.630 0.030
H 7.0571 -3.0673 -5.0281 -0.043 0.011 -0.042
H 5.8338 -1.8631 -5.5035 -0.111 -0.008 0.251
H 5.7119 -4.2935 -6.6520 0.010 -0.201 0.197
H 4.2007 -3.5959 -6.0176 0.067 0.037 -0.052
```
Forces are in eV/Å.

Summary:
HOMO: -1.41 eV
orbital gap: 2.674 eV
E_LUMO: 0.046 hartree
calculated total energy: -96110.3426 eV
F_max: 3.04 eV/A
charge: -1